Record 1
{"formula": "C6H10O", "method": "the ωB97M-V functional and the def2-TZVPD basis", "lumo_energy_ha": 0.032, "relative_energy_ev": 2.081, "smiles": "C[C@]12CC(=O)[C@H]1C2.[H][H]", "e_tot_ev": -8429.15898, "gap_ev": 10.4, "homo_ha": -0.34955, "symbols": ["C", "C", "C", "C", "O", "C", "C", "H", "H", "H", "H", "H", "H", "H", "H", "H", "H"], "xyz": [[-2.04991, 0.11178, -0.06798], [-0.57449, 0.39531, -0.01962], [0.36937, 0.49967, -1.22939], [1.49043, -0.04203, -0.32213], [2.66827, -0.22751, -0.47634], [0.53586, -0.25233, 0.81158], [0.05202, 1.15851, 1.09485], [-2.29470, -0.75147, -0.69522], [-2.44413, -0.07312, 0.93742], [-2.58291, 0.98076, -0.47153], [0.50312, 1.47494, -1.70784], [0.16262, -0.26295, -1.99191], [0.50746, -1.04266, 1.55674], [-0.49614, 1.24616, 2.02624], [0.70299, 2.00264, 0.87439], [2.03996, -2.41275, -0.16184], [1.41017, -2.80495, -0.15742]], "lowdin_charge": [-0.03, -0.41, -0.02, -0.43, 0.06, -0.12, -0.04, 0.08, 0.08, 0.08, 0.12, 0.13, 0.14, 0.11, 0.12, 0.05, 0.07]}



Record 2
{"formula": "C6H4FeN2O6", "method": "the ωB97M-V functional and the def2-TZVPD basis", "total_charge": 2, "multiplicity": 5, "lumo_energy_ha": [-0.336, -0.499], "relative_energy_ev": 6.272, "e_tot_ev": -55913.76150, "gap_ev": [6.1, 4.1], "homo_ha": [-0.55833, -0.64787], "symbols": ["O", "C", "Fe", "O", "C", "C", "O", "C", "O", "C", "O", "N", "C", "N", "O", "H", "H", "H", "H"], "xyz": [[0.00052, 0.00031, -8.18066], [0.00021, -0.00059, -7.02402], [-0.00603, -0.00306, -2.36100], [1.47997, -1.92059, -0.53477], [0.91529, -1.16624, -1.21573], [-0.90888, 1.16238, -1.18209], [-1.48554, 1.92478, -0.54523], [-1.18326, -0.90456, -1.18915], [-1.93492, -1.49778, -0.55913], [1.18279, 0.90821, -1.19126], [1.93844, 1.50129, -0.54533], [0.32454, -1.07802, 3.29707], [0.02981, 0.05433, 2.49723], [-0.28757, 1.10024, 3.30777], [-0.00844, -0.01810, 1.24307], [-0.21519, -1.07707, 4.25804], [-0.02461, -2.01067, 2.84142], [-0.03591, 1.95072, 2.86315], [0.21879, 1.07442, 4.22061]], "lowdin_charge": [0.02, -0.01, 0.61, 0.23, -0.18, -0.18, 0.25, -0.16, 0.27, -0.15, 0.25, 0.28, -0.43, 0.24, 0.24, 0.21, 0.20, 0.13, 0.18]}